# 1
Computed, not measured: a cluster of 4 separate species, C28H51ClF5N3O9PS in total at a distorted geometry, with ωB97M-V/def2-TZVPD.

Structure (XYZ):
```
99
Properties=species:S:1:pos:R:3:mulliken_charge:R:1
C -0.759 -2.010 5.467 -1.094
C -1.989 -2.374 4.582 -0.533
C -2.511 -1.191 3.640 -0.905
C -1.482 -0.723 2.580 0.600
C -1.503 -1.850 1.451 0.205
S -3.109 -2.132 0.549 -0.182
O -0.369 -1.667 0.701 -0.721
C 0.100 -0.392 0.191 -0.712
C 1.609 -0.537 0.639 0.461
C 1.996 -1.462 1.720 -0.151
C 3.338 -1.682 2.142 -0.511
C 4.449 -1.010 1.519 -0.886
C 4.128 -0.140 0.426 -0.994
C 2.758 0.061 0.026 0.153
C 0.003 -0.860 -1.348 0.843
Cl 0.886 0.006 -2.646 -0.133
C 0.490 -2.387 -1.551 -0.987
C -0.729 -3.389 -1.765 -1.034
C -0.740 0.907 0.703 2.089
C -1.901 1.246 -0.361 -1.826
C -1.750 1.584 -1.856 -0.500
C -2.987 2.476 -2.368 -0.605
C -2.921 2.434 -3.943 -0.982
N -2.500 3.739 -4.548 -0.294
C -1.112 4.013 -4.360 0.597
C 0.044 3.039 -4.708 -0.358
O -0.807 5.104 -3.919 -0.590
C 0.135 2.206 0.545 0.326
F 0.854 2.134 -0.681 -0.119
F 1.301 2.311 1.291 -0.330
C -0.444 3.662 0.359 0.428
F -0.455 4.128 -0.932 -0.079
F 0.474 4.526 0.931 -0.272
F -1.623 4.062 0.883 -0.232
N -1.385 0.705 2.101 1.057
C -2.738 1.317 2.299 -1.169
O -3.868 0.677 1.737 -0.012
O -4.799 1.633 1.382 -0.431
P -0.553 1.553 3.509 1.239
N 0.943 1.165 3.786 -0.822
O -0.649 3.182 3.401 -0.471
O -1.225 1.257 4.983 -0.584
H 0.152 -1.705 4.897 0.265
H -0.464 -2.943 6.019 0.446
H -1.002 -1.278 6.281 0.193
H -1.897 -3.339 4.025 0.334
H -2.848 -2.538 5.287 0.468
H -3.462 -1.628 3.229 0.356
H -2.910 -0.449 4.368 0.461
H -0.481 -0.938 3.054 -0.603
H -1.371 -2.815 2.015 0.524
H -3.794 -3.068 1.282 0.260
H 1.242 -2.050 2.294 -0.110
H 3.570 -2.369 2.982 0.352
H 5.503 -1.145 1.827 0.399
H 4.959 0.372 -0.105 0.417
H 2.647 0.724 -0.848 0.204
H -1.096 -1.002 -1.532 0.244
H 1.017 -2.475 -2.535 0.880
H 1.239 -2.743 -0.818 -0.037
H -1.565 -2.927 -2.333 0.257
H -0.283 -4.271 -2.291 0.439
H -1.030 -3.735 -0.750 0.126
H -2.584 0.353 -0.340 0.448
H -2.560 2.088 -0.027 0.733
H -0.869 2.092 -2.284 -0.951
H -1.889 0.667 -2.487 0.792
H -3.899 1.883 -2.084 0.327
H -2.973 3.498 -1.931 0.391
H -3.917 2.157 -4.371 0.357
H -2.208 1.669 -4.339 0.330
H -2.973 4.443 -3.971 0.360
H -0.325 2.083 -5.156 0.267
H 0.556 2.748 -3.756 -0.322
H 0.793 3.546 -5.356 0.402
H -2.806 2.396 1.989 0.469
H -3.027 1.450 3.383 0.838
H -5.664 1.373 1.752 0.327
H 1.215 0.500 3.053 0.097
H -0.698 3.569 4.299 0.395
H -0.630 0.743 5.555 0.340
C 3.657 4.552 -3.091 -0.383
O 3.213 5.561 -3.987 -0.532
H 4.717 4.373 -3.261 0.330
H 3.507 4.883 -2.060 0.224
H 3.101 3.626 -3.271 0.058
H 2.273 5.703 -3.819 0.302
C 3.881 -5.214 0.989 -0.387
O 3.853 -4.724 2.325 -0.448
H 3.401 -4.482 0.341 -0.020
H 4.915 -5.357 0.666 0.325
H 3.340 -6.162 0.927 0.299
H 4.282 -5.383 2.881 0.271
C 2.199 -4.598 -4.945 -0.631
O 2.178 -4.113 -3.604 -0.386
H 1.715 -3.864 -5.587 0.242
H 3.231 -4.738 -5.274 0.255
H 1.659 -5.545 -5.008 0.281
H 2.610 -4.776 -3.055 0.246
```

As for the total charge: +1. As for the HOMO energy: -11.41 eV. For the total energy, the calculation gives -98978.53669 eV. Its multiplicity is 1. The value obtained for the frontier orbital gap is 8.23 eV. For the energy above the lowest of the compared OMol25 structures with the same formula, charge and spin, the calculation gives 116.0 kcal per mole.

# 2
Computed, not measured: an isolated molecule of H4NPSi at a distorted geometry, with ωB97M-V/def2-TZVPD.

Structure (XYZ):
```
7
Properties=species:S:1:pos:R:3:mulliken_charge:R:1
N -1.032 -0.738 0.216 -0.275
Si 0.846 -0.305 0.118 0.418
P -2.149 0.299 0.104 0.089
H 0.899 -0.404 -1.327 -0.078
H 1.258 1.102 0.647 -0.060
H 1.604 -1.362 0.728 -0.095
H -1.426 1.408 -0.486 0.000
```

As for the HOMO energy: -9.04 eV. For the total energy, the calculation gives -18719.57440 eV. Its multiplicity is 1. The value obtained for the frontier orbital gap is 8.69 eV. The SMILES is [H]/P=N\[SiH3]. For the energy above the lowest of the compared OMol25 structures with the same formula, charge and spin, the calculation gives 10.5 kcal per mole.

# 3
Computed, not measured: an isolated molecule of C3H3NO2 at a distorted geometry, with ωB97M-V/def2-TZVPD.

Structure (XYZ):
```
9
Properties=species:S:1:pos:R:3:mulliken_charge:R:1
C 1.218 0.371 0.369 -0.572
O 0.353 -0.617 -0.181 -0.346
C -0.881 -0.905 -0.523 0.579
O -1.131 -1.969 -1.017 -0.493
C -1.813 0.203 -0.228 0.371
N -2.156 1.255 0.117 -0.371
H 0.804 1.324 0.716 0.338
H 1.675 -0.182 1.194 0.245
H 1.931 0.520 -0.447 0.247
```

As for the HOMO energy: -11.68 eV. For the total energy, the calculation gives -8742.93451 eV. Its multiplicity is 1. The value obtained for the frontier orbital gap is 11.86 eV. The SMILES is COC(=O)C#N. For the energy above the lowest of the compared OMol25 structures with the same formula, charge and spin, the calculation gives 50.7 kcal per mole.

# 4
Computed, not measured: a structure of composition C12H16Br6Cl4F6O4 at a distorted geometry, with ωB97M-V/def2-TZVPD.

Structure (XYZ):
```
48
Properties=species:S:1:pos:R:3:mulliken_charge:R:1
C -1.888 -3.865 5.222 -1.228
C -0.618 -4.270 4.542 -0.172
O -0.703 -3.848 3.145 -0.303
C 0.477 -3.785 2.431 0.302
O 1.531 -3.922 2.927 -0.467
C 0.236 -3.495 0.961 0.988
F -0.293 -4.594 0.276 -0.311
F -0.564 -2.510 0.785 -0.221
F 1.402 -3.247 0.306 -0.224
H -2.800 -4.257 4.840 0.336
H -2.072 -2.781 5.389 0.315
H -1.835 -4.124 6.265 0.406
H -0.542 -5.338 4.472 0.276
H 0.329 -3.923 4.980 0.327
C -3.769 4.142 -4.408 -1.249
C -3.098 3.316 -3.311 -0.121
O -1.837 2.757 -3.781 -0.242
C -1.798 1.739 -4.693 0.286
O -2.717 1.119 -5.124 -0.509
C -0.262 1.559 -5.038 0.893
F -0.097 0.386 -5.699 -0.222
F 0.058 2.573 -5.874 -0.251
F 0.472 1.658 -3.912 -0.187
H -4.089 3.445 -5.143 0.357
H -3.190 4.904 -4.937 0.313
H -4.639 4.657 -4.055 0.400
H -3.874 2.725 -2.849 0.304
H -2.708 4.052 -2.554 0.217
C 4.181 -0.178 2.965 0.362
Br 5.441 1.224 3.310 -0.014
Br 3.026 -0.727 4.503 -0.047
Br 4.957 -1.846 2.364 -0.018
H 3.453 0.163 2.264 -0.271
C 0.762 4.078 2.565 0.230
Br 2.575 4.757 2.788 0.013
Br -0.369 5.079 1.274 -0.029
Br -0.247 3.995 4.240 -0.006
H 0.855 3.067 2.197 -0.184
C 0.241 1.557 -0.283 0.271
Cl -1.438 1.252 -0.114 -0.158
Cl 1.217 0.549 0.771 -0.123
H 0.525 1.313 -1.320 -0.163
H 0.501 2.609 -0.104 0.106
C 2.586 -2.518 -2.581 -0.245
Cl 4.187 -2.162 -1.821 -0.167
Cl 1.506 -1.151 -2.732 -0.043
H 2.799 -2.907 -3.572 0.345
H 2.132 -3.227 -1.876 0.125
```

As for the HOMO energy: -10.03 eV. For the total energy, the calculation gives -507541.92701 eV. Its multiplicity is 1. The value obtained for the frontier orbital gap is 9.63 eV.

Number 3 is which compound? C3H3NO2